The following is a DFT calculation (the ωB97M-V functional and the def2-TZVPD basis) of a cluster of 2 separate species, C57H46N2OP in total.

The geometry in XYZ format:
```
107
Properties=species:S:1:pos:R:3:forces:R:3
C -6.656637 3.945484 -2.492999 0.1 -0.2 0.1
C -7.067774 3.937985 -1.153932 0.1 -0.2 -0.1
C -6.597365 2.951922 -0.287701 0.3 -0.1 -0.2
C -5.708994 1.977386 -0.762227 0.0 0.4 -0.2
N -5.167479 1.041587 0.171782 0.1 0.3 0.4
C -5.709039 -0.278465 0.196366 -0.2 -0.6 0.3
C -5.306072 -1.220065 -0.751906 -0.2 -0.1 0.2
C -5.844657 -2.510199 -0.718586 0.1 0.2 0.1
C -6.772983 -2.859274 0.268274 0.1 0.2 0.0
C -7.166555 -1.913723 1.222580 0.1 0.1 -0.1
C -6.638090 -0.621713 1.186782 0.2 -0.1 -0.3
C -3.843348 1.251529 0.636256 -0.3 -0.1 0.2
C -3.637832 1.538218 1.994369 0.0 -0.1 -0.1
C -2.363193 1.751085 2.475491 0.5 -0.1 0.1
C -1.211805 1.641432 1.631540 -0.7 0.0 -0.2
C 0.078951 1.809774 2.210994 0.5 -0.1 -0.5
C 1.351579 1.464374 1.679418 -0.2 0.0 0.2
C 2.535148 2.039309 2.253353 0.2 0.0 -0.2
C 3.788557 1.801813 1.726740 -0.4 0.5 0.3
C 3.944576 0.914278 0.645897 1.0 -0.1 -0.4
N 5.219259 0.668036 0.128034 -1.1 0.1 0.5
C 5.505348 -0.614163 -0.436621 0.0 -0.6 -0.2
C 5.185225 -0.890575 -1.764914 0.0 -0.3 0.1
C 5.309056 -2.201116 -2.240024 0.1 0.2 0.1
C 5.800282 -3.207948 -1.403032 0.0 0.2 0.1
C 6.189563 -2.903827 -0.093018 0.0 0.1 -0.1
C 6.047922 -1.604179 0.392837 -0.3 0.2 -0.3
C 6.100928 1.748272 -0.175887 0.7 0.7 0.1
C 7.167326 2.054585 0.677833 -0.2 0.1 -0.2
C 8.047326 3.088452 0.343926 -0.2 -0.1 -0.1
C 7.874276 3.805126 -0.844900 -0.2 -0.2 0.1
C 6.807237 3.495101 -1.694944 -0.1 -0.1 0.2
C 5.914762 2.475213 -1.357743 0.1 0.0 0.2
C 2.814007 0.267718 0.122766 -1.0 -0.3 0.1
C 1.547039 0.541662 0.610492 0.6 0.0 -0.3
C -1.459355 1.400657 0.247555 -0.1 -0.2 0.0
C -2.749637 1.205166 -0.228254 0.7 0.1 -0.1
C -5.329846 1.952835 -2.101405 -0.2 0.4 -0.1
C -5.792376 2.952528 -2.965239 0.0 -0.2 0.2
H -7.010340 4.725264 -3.170381 0.1 -0.3 0.2
H -7.752049 4.698631 -0.778263 0.2 -0.2 -0.2
H -6.889077 2.908664 0.763911 0.1 0.1 -0.3
H -4.568377 -0.919877 -1.500041 -0.3 -0.3 0.2
H -5.523557 -3.235690 -1.466035 -0.1 0.1 0.2
H -7.181793 -3.871589 0.296666 0.1 0.4 0.0
H -7.880728 -2.179572 2.002162 0.2 0.0 -0.2
H -6.913996 0.141104 1.917684 0.0 -0.3 -0.2
H -4.519124 1.597777 2.632069 0.3 0.0 0.0
H -2.214038 1.975569 3.530506 0.0 0.0 -0.1
H 0.095086 2.285961 3.193244 0.0 -0.1 -0.1
H 2.428553 2.709626 3.105563 0.0 -0.1 -0.1
H 4.687095 2.259692 2.139478 -0.3 0.0 0.0
H 4.801094 -0.081635 -2.391761 0.1 -0.4 0.1
H 5.008750 -2.419898 -3.264681 0.1 0.0 0.3
H 5.878453 -4.232405 -1.772291 0.0 0.3 0.1
H 6.596517 -3.675467 0.560299 -0.1 0.2 -0.2
H 6.332164 -1.327142 1.411017 -0.1 -0.2 -0.3
H 7.276659 1.483918 1.602873 0.1 0.2 -0.3
H 8.863755 3.334887 1.023164 -0.2 -0.1 -0.2
H 8.561163 4.613323 -1.105179 -0.2 -0.3 0.1
H 6.652167 4.047607 -2.621602 0.1 -0.1 0.3
H 5.062668 2.224566 -1.994685 0.3 0.2 0.1
H 2.943049 -0.430645 -0.700639 -0.1 0.1 0.3
H 0.695432 0.031379 0.168915 0.2 0.0 0.2
H -0.634944 1.374197 -0.460384 -0.2 0.1 0.2
H -2.934251 0.999386 -1.281439 0.2 0.1 0.3
H -4.666964 1.155227 -2.443852 -0.3 0.4 -0.1
H -5.465871 2.940507 -4.005134 -0.2 0.1 0.2
C 3.400152 3.601514 7.553463 -0.2 -0.2 0.2
C 2.988985 3.709443 8.885529 0.0 0.0 -0.1
C 2.394886 2.627072 9.536756 0.1 -0.2 -0.4
C 2.214107 1.421743 8.841975 0.1 0.5 0.0
P 1.382347 0.008126 9.595770 -1.1 0.0 -0.8
C 2.571891 -1.345420 9.632626 0.4 -0.4 0.0
C 2.106357 -2.670730 9.655684 0.4 0.1 0.0
C 3.024030 -3.725105 9.687600 0.0 0.1 0.0
C 4.400006 -3.472041 9.689972 -0.2 0.3 0.0
C 4.859687 -2.152416 9.655805 -0.2 0.0 0.0
C 3.954811 -1.089846 9.623353 -0.3 -0.2 0.0
C 0.997593 0.440368 11.308395 0.1 0.0 0.7
C -0.258512 0.998045 11.604043 0.3 -0.1 0.1
C -0.567574 1.364491 12.914981 0.2 0.0 0.0
C 0.361213 1.168305 13.941927 0.1 -0.1 -0.3
C 1.604132 0.597143 13.649575 0.0 0.0 -0.1
C 1.925360 0.224768 12.342969 -0.3 0.2 0.0
C -0.008583 -0.368419 8.632506 0.1 0.3 0.0
C -0.790590 0.648963 7.993124 -0.2 -0.2 -0.1
O -1.862203 0.508481 7.382833 0.8 -0.1 0.4
C 2.612621 1.310773 7.499591 0.1 0.3 0.0
C 3.205346 2.401032 6.859073 -0.1 -0.1 0.3
H 3.866840 4.454362 7.056764 -0.2 -0.3 0.2
H 3.122622 4.641934 9.432648 0.0 -0.2 -0.2
H 2.068469 2.721777 10.574684 0.1 0.0 -0.3
H 1.032637 -2.867412 9.644327 0.3 0.0 0.0
H 2.661671 -4.752142 9.712724 0.1 0.2 0.0
H 5.114155 -4.297270 9.717248 -0.3 0.2 0.0
H 5.927160 -1.938119 9.654235 -0.2 -0.1 0.0
H 4.322894 -0.062475 9.581073 -0.1 -0.3 0.0
H -0.989965 1.134418 10.805671 0.2 -0.1 0.2
H -1.540691 1.803777 13.129601 0.2 -0.1 0.0
H 0.117101 1.454832 14.966723 0.1 -0.1 -0.3
H 2.333689 0.435389 14.441789 -0.2 0.0 -0.1
H 2.891821 -0.234274 12.126733 -0.3 0.1 0.1
H -0.399696 -1.381426 8.669516 0.0 0.1 0.0
H -0.373633 1.681647 8.059801 0.1 -0.1 0.0
H 2.450106 0.378414 6.953081 0.0 0.3 0.2
H 3.512468 2.305784 5.817357 0.0 0.1 0.3
```
Forces are in eV/Å.

Calculated values
net charge = +1
highest occupied orbital energy = -9.106 eV
orbital gap = 0.1586 hartree
molar mass = 806.0 g/mol
energy = -2725.4897 a.u.

The following is a DFT calculation (the ωB97M-V functional and the def2-TZVPD basis) of a structure of composition C57H47Cl2NO3P2STl.

The geometry in XYZ format:
```
114
Properties=species:S:1:pos:R:3:forces:R:3
Tl 0.958993 0.972964 0.847961 0.5 0.9 0.0
O 2.107854 -0.881355 -2.249210 -1.8 1.3 0.6
S 0.749056 -0.325388 -1.766032 0.9 -0.8 -1.6
C -0.016208 0.708660 -3.087288 1.0 0.4 -0.5
C 0.695683 0.690136 -4.285070 -0.2 0.1 1.2
C 0.315039 1.420358 -5.427641 -2.3 -0.3 0.3
C -0.949718 1.998031 -5.449164 1.0 0.9 2.0
C -1.751493 2.747044 -6.502432 1.0 -0.1 -0.3
C -3.007201 3.219333 -5.784124 -0.5 -0.4 -0.8
C -2.876064 2.815559 -4.384912 0.7 -0.7 2.5
C -3.691469 3.057504 -3.277676 0.9 -0.1 -0.8
C -3.206325 2.558556 -2.063750 1.1 -0.5 1.7
C -2.001302 1.828179 -1.810068 -1.7 0.8 -0.9
P -1.705769 1.313469 -0.096832 0.8 -1.4 -0.5
C -2.799030 -0.091606 0.320617 -2.8 2.4 -3.7
C -2.437363 -1.047073 1.142131 2.1 -2.3 2.5
C -3.261694 -2.113915 1.491724 1.3 0.7 0.6
C -4.543361 -2.158904 1.082920 -1.0 -2.0 0.5
C -4.942162 -1.292452 0.118871 -0.6 1.9 -1.3
C -4.085541 -0.264464 -0.294412 0.1 -0.9 0.3
C -2.150367 2.609398 1.043951 -0.4 -0.3 -1.8
C -2.608364 2.232210 2.260052 -0.7 -0.8 2.0
C -2.706161 3.194250 3.273730 0.0 0.5 -1.4
C -2.353491 4.507328 2.959599 0.5 -0.7 0.4
C -1.795634 4.825615 1.721419 0.4 1.8 0.9
C -1.790746 3.904336 0.723529 1.2 -0.2 -1.6
C -1.176771 1.543991 -2.939307 -0.1 -0.3 -0.5
C -1.633009 2.107991 -4.170031 -0.6 -0.1 -1.4
C -0.302767 -1.785335 -1.977457 1.3 0.6 1.5
C -1.232949 -1.825606 -2.952431 -0.9 -1.2 -1.1
C -1.775877 -3.034282 -3.450144 -0.2 0.0 1.1
C -1.295229 -4.169697 -2.876312 -0.6 -1.3 -1.5
C -1.631327 -5.641289 -3.232305 0.7 1.1 -0.3
C -0.621927 -6.536880 -2.459547 0.2 1.3 1.1
C 0.171636 -5.454731 -1.706888 0.9 -0.4 2.2
C 1.149238 -5.587600 -0.732949 0.1 -0.2 0.0
C 1.584511 -4.454830 0.034358 -1.1 -0.8 -0.4
C 1.056325 -3.204523 -0.168200 -1.0 1.0 -1.1
P 1.256040 -1.978759 1.159225 -1.1 0.0 0.0
C 2.955263 -2.266039 1.496764 1.4 0.5 0.2
C 3.783162 -2.039708 0.374245 -0.2 -0.4 -0.3
C 5.146989 -2.081849 0.543489 -0.2 0.0 1.6
C 5.724090 -2.219302 1.833558 -0.8 -0.3 -0.7
C 4.916287 -2.489635 2.918409 -0.8 0.0 -0.2
C 3.507898 -2.533865 2.738276 1.7 0.6 -0.9
C 0.361764 -2.675583 2.604778 -1.4 -2.3 0.3
C 0.463983 -2.068593 3.851664 0.5 0.6 0.3
C 0.027229 -2.630902 5.040453 -0.2 -0.1 0.2
C -0.709591 -3.828557 5.047801 -0.1 1.3 -1.0
C -0.982675 -4.422645 3.837824 1.1 1.1 -2.0
C -0.406784 -3.892798 2.616823 0.6 0.0 1.2
C 0.175401 -2.959763 -1.308082 0.1 -1.4 0.2
C -0.289235 -4.144574 -1.926374 0.3 0.1 0.2
H 1.610184 0.101027 -4.304322 -0.1 0.1 0.0
H 0.874239 1.318860 -6.310137 0.8 0.1 -1.0
H -1.887557 2.041316 -7.325309 -0.5 0.2 -0.1
H -1.291961 3.652216 -6.937221 0.5 -0.7 0.3
H -3.876374 2.795637 -6.260296 -0.6 -0.2 0.0
H -3.137971 4.277865 -5.849944 0.0 0.8 -0.1
H -4.603809 3.661348 -3.331810 0.3 -0.4 0.1
H -3.724632 2.776433 -1.127780 -0.4 0.1 -0.4
H -1.432814 -1.014454 1.576634 -0.3 -0.1 0.0
H -2.820043 -2.828876 2.126106 0.1 -0.9 0.8
H -5.214597 -2.968888 1.405847 0.4 0.4 -0.1
H -5.947358 -1.396305 -0.312318 0.6 0.2 0.0
H -4.379535 0.238783 -1.191117 0.0 0.9 -0.1
H -2.856148 1.162851 2.442489 0.2 1.0 0.1
H -3.035648 2.931001 4.246257 -0.3 -0.1 0.7
H -2.391046 5.273981 3.709573 0.0 0.2 0.3
H -1.265626 5.804376 1.656742 -0.9 -0.7 -0.4
H -1.386293 4.082306 -0.313004 -0.4 0.1 1.3
H -1.584161 -0.978623 -3.470794 0.0 1.2 -0.2
H -2.577125 -3.040761 -4.178991 0.2 0.1 -0.1
H -1.566572 -5.695832 -4.305520 -0.1 -0.5 -0.5
H -2.648152 -5.797557 -2.914347 -0.4 -0.4 0.0
H 0.097224 -7.232079 -2.918862 -0.6 0.4 -0.6
H -1.202109 -7.132567 -1.745179 0.3 0.0 0.0
H 1.514277 -6.574103 -0.441126 0.1 0.3 -0.2
H 2.200483 -4.610235 0.916475 0.1 -0.1 -0.3
H 3.329402 -1.898074 -0.641524 0.5 -0.1 1.0
H 5.774583 -2.037944 -0.294556 0.8 0.3 -1.1
H 6.789775 -2.164719 1.940152 0.3 -0.1 0.0
H 5.341138 -2.659337 3.906790 -0.1 0.1 -0.2
H 2.897438 -2.694235 3.572840 -0.8 -0.3 1.1
H 0.975280 -1.119799 3.942784 0.2 0.2 -0.1
H 0.271916 -2.069497 5.945099 -0.3 -0.4 -0.1
H -1.245674 -4.189692 5.887684 0.1 -0.3 1.0
H -1.637176 -5.276318 3.797244 0.1 -0.3 -0.2
H -0.444588 -4.546581 1.752863 -0.3 0.4 -0.2
Cl 1.393812 4.509351 -3.295434 -0.1 0.0 0.3
C 1.309545 4.848688 -1.533456 -0.9 -0.5 -0.7
C 1.450092 3.605956 -0.658255 -0.2 0.6 1.9
O 1.863874 3.860232 0.495350 0.1 -0.3 -1.2
O 0.996287 2.465728 -0.995378 0.2 0.3 -0.5
H 0.328451 5.305290 -1.318634 0.2 -0.4 -0.2
H 2.020532 5.609395 -1.290356 0.7 0.1 0.1
N 3.402402 0.978696 0.074225 0.6 0.2 -0.2
H 3.758700 1.917119 -0.199792 -0.7 -0.8 0.2
H 3.409217 0.368825 -0.765325 0.1 0.5 0.6
H 4.095158 0.618340 0.750329 -0.6 0.0 -0.5
Cl 3.344589 0.689275 4.029278 -0.4 -0.9 0.0
C 3.039351 2.365262 3.837809 1.2 1.2 0.1
C 4.119261 3.197027 4.210001 -1.8 0.2 -0.6
C 4.057434 4.539453 3.910808 0.9 1.1 1.4
C 2.896720 5.081380 3.372060 0.5 -0.4 -0.3
C 1.838844 4.262492 3.074308 -0.6 0.8 -1.0
C 1.889507 2.875489 3.250826 -0.1 0.1 0.0
C 0.762557 2.035143 2.838288 0.0 -2.3 1.0
H 4.885995 2.811523 4.816618 1.1 -0.6 0.3
H 4.883367 5.216563 4.281397 -0.9 -0.9 -0.7
H 2.871527 6.106910 3.065976 -0.1 0.5 0.1
H 1.020346 4.748041 2.499098 0.4 -0.8 0.8
H -0.190805 2.526022 2.676671 0.2 0.2 0.2
H 0.665429 1.113869 3.516635 -0.1 1.5 -0.9
```
Forces are in eV/Å.

Calculated values
net charge = +1
highest occupied orbital energy = -9.979 eV
orbital gap = 0.2535 hartree
molar mass = 1163.3 g/mol
ΔE to the lowest compared entry with this formula, charge and spin = 289.2 kJ/mol
energy = -4654.2601 a.u.

The highest orbital gap belongs to which entry? C57H47Cl2NO3P2STl

What is the energy in the first record? -2725.4897 a.u.

Which of these has the lowest molar mass? C57H46N2OP